one.
This record from the Open Molecules 2025 dataset describes CH2N2OS as an isolated structure. The level of theory is ωB97M-V with the def2-TZVPD basis set.

Each line ends with the Löwdin charge.
Element x y z (Å)
C: -1.02 1.45 -0.19  -0.483
N: -1.78 1.61 -1.03  0.096
N: 0.33 -1.48 0.56  -0.056
O: 1.32 1.68 -0.75  -0.524
S: 0.62 1.11 0.36  0.864
H: 1.18 -2.01 0.36  -0.048
H: -0.65 -2.36 0.69  0.152

**Total charge**: 0
**Orbital gap (alpha / beta)**: 9.695 / 7.165 eV
**HOMO energy (alpha / beta)**: -11.12 / -8.86 eV
**LUMO energy (alpha / beta)**: -0.052 / -0.062 Eh

***

two.
This record from the Open Molecules 2025 dataset describes CH2N2OS as an isolated structure. The level of theory is ωB97M-V with the def2-TZVPD basis set.

Each line ends with the Löwdin charge.
Element x y z (Å)
C: -0.58 -0.47 -0.08  -0.860
N: -0.80 1.47 -0.25  0.095
N: 0.70 -0.56 -0.01  0.027
O: 0.26 1.88 0.08  -0.076
S: -1.97 -1.36 0.02  0.552
H: 1.08 0.46 0.25  0.116
H: 1.31 -1.41 0.01  0.147

**Total charge**: 0
**Orbital gap (alpha / beta)**: 7.340 / 7.339 eV
**HOMO energy (alpha / beta)**: -8.22 / -8.21 eV
**LUMO energy (alpha / beta)**: -0.032 / -0.032 Eh

***

Most favorable structure: two. The second most favorable one is 51.4 kcal/mol above it.